Entry 1:
ORCA calculation (ωB97M-V/def2-TZVPD) on a single C3H7NO2 molecule.

XYZ file:
```
13
Properties=species:S:1:pos:R:3:forces:R:3
C -1.65345 0.05708 -0.10743 -0.1 0.0 0.0
C -0.25899 -0.39546 0.19531 0.1 0.3 -0.1
O 0.00044 -1.76509 0.09258 -0.1 0.0 -0.3
C 0.79780 0.43988 0.18113 -0.1 -0.3 -0.1
N 2.03366 0.12037 -0.33891 0.0 -0.1 0.1
O 0.69911 1.74656 0.57969 -0.2 0.0 0.0
H -1.72244 1.14832 -0.14030 0.0 -0.1 0.1
H -2.44190 -0.32778 0.54721 0.2 0.0 0.0
H -1.88269 -0.27824 -1.13203 -0.1 0.0 0.1
H -0.53703 -2.13095 -0.62309 0.1 0.0 0.1
H 2.10113 -0.84732 -0.61787 0.0 0.1 0.0
H 2.86377 0.47253 0.11214 -0.2 0.0 0.2
H 0.00060 1.76012 1.25158 0.3 0.2 -0.3
```
Forces are in eV/Å.

Values from the calculation:
* energy above the lowest of the compared OMol25 structures with the same formula, charge and spin: 175.81 kJ/mol
* max |F|: 0.39 eV/Å
* electronic energy: -8808.707 eV
* spin multiplicity: 1
* SMILES string: C/C(O)=C(/N)O
* lowest unoccupied orbital energy: 0.771 eV


Entry 2:
ORCA calculation (ωB97M-V/def2-TZVPD) on 10 unconnected molecules or ions with the total composition C7H34N4O10 at a distorted geometry.

XYZ file:
```
55
Properties=species:S:1:pos:R:3:forces:R:3
N -7.92790 -9.19951 14.65766 -1.5 -2.1 2.8
C -7.55397 -8.36173 13.73824 3.6 -0.7 -1.1
N -8.55405 -7.66048 13.25402 -0.5 1.9 -1.2
O -6.37446 -8.39640 13.34856 -1.0 1.0 -0.3
H -8.81857 -8.96458 15.07191 0.4 -0.9 0.7
H -7.20975 -9.77922 15.06792 -0.5 0.2 0.3
H -8.23524 -6.98553 12.57365 -0.9 0.1 -0.1
H -9.47179 -7.76930 13.66146 0.2 0.6 -0.7
N -8.85618 -8.09111 4.87472 -4.0 2.9 -1.7
C -8.00383 -8.91113 5.32589 4.5 0.5 -2.0
N -8.41314 -9.75331 6.19291 -2.1 -3.8 4.1
O -6.87045 -8.87704 4.92843 3.3 -0.7 -0.8
H -9.65823 -8.06628 5.48807 -0.3 1.4 -0.8
H -8.53288 -7.41753 4.19510 -0.3 0.0 0.5
H -9.37392 -9.70170 6.50009 0.5 -0.6 0.2
H -7.75131 -10.38682 6.61805 -0.3 0.2 -0.1
C -5.45629 -7.67551 7.79204 0.1 0.3 -0.1
O -5.61329 -6.41317 7.15206 0.4 -0.4 -0.1
H -5.47821 -8.48282 7.06000 -0.3 0.0 -0.1
H -4.50579 -7.75386 8.31980 0.2 0.2 0.1
H -6.24088 -7.78120 8.54128 -0.1 -0.4 0.1
H -6.37698 -6.01035 7.57173 -0.2 0.3 0.2
C -8.95343 -5.27125 7.74725 -1.2 -1.2 1.2
O -7.89763 -5.52541 8.66656 1.1 0.9 -1.3
H -8.82771 -4.47480 7.01379 0.5 0.0 0.4
H -9.24949 -6.19972 7.25898 0.3 0.0 -0.7
H -9.79837 -5.12139 8.41936 -0.6 0.9 -0.5
H -8.22376 -6.24497 9.21198 0.0 -0.2 0.6
C -14.30710 -8.41501 10.89053 0.0 0.6 0.5
O -13.80449 -7.80788 12.07434 0.3 -0.1 0.4
H -14.76129 -7.63250 10.28266 0.1 -0.2 -0.5
H -13.42063 -8.84465 10.42397 -0.3 -0.1 -0.3
H -15.06677 -9.16579 11.10802 0.1 -0.2 -0.1
H -14.51853 -7.51447 12.64500 -0.1 0.0 -0.1
C -11.86147 -7.99872 5.35807 0.0 -1.0 -0.1
O -10.96543 -7.90987 6.47295 -0.8 0.4 0.2
H -11.99424 -7.03751 4.86155 0.0 0.0 0.5
H -11.42778 -8.69544 4.64071 0.0 0.1 -0.4
H -12.78935 -8.47124 5.68037 -0.3 0.5 -0.1
H -11.00097 -8.76389 6.90996 -0.2 -0.2 0.5
C -9.67974 -8.26220 9.54392 0.1 0.2 0.9
O -9.05593 -7.25080 10.32796 0.5 0.0 0.0
H -9.17739 -8.36498 8.58206 -0.3 0.3 -0.2
H -9.53158 -9.19762 10.08348 -0.4 -0.3 -0.1
H -10.72125 -7.94263 9.50871 -0.1 -0.8 -0.7
H -9.76713 -6.69967 10.66271 0.1 0.5 0.1
O -11.27429 -10.59622 8.29380 0.0 0.3 -0.3
H -10.85103 -11.04725 9.02431 0.3 -0.1 0.2
H -12.20919 -10.75685 8.42185 -0.3 -0.1 0.0
O -10.55055 -4.79185 10.73749 0.0 -0.3 0.0
H -10.29567 -4.19935 11.44474 0.2 0.2 0.2
H -11.43233 -4.50988 10.49424 -0.3 0.0 -0.1
O -6.69360 -10.12125 11.06715 -0.1 -0.6 -0.4
H -7.21639 -9.61431 10.44592 0.0 0.2 -0.2
H -7.01639 -9.85302 11.92744 0.3 0.3 0.3
```
Forces are in eV/Å.

Values from the calculation:
* max |F|: 5.97 eV/Å
* electronic energy: -34243.821 eV
* spin multiplicity: 1
* SMILES string: NC(N)=O.NC(N)=O.CO.CO.CO.CO.CO.O.O.O
* lowest unoccupied orbital energy: -0.342 eV


Entry 3:
ORCA calculation (ωB97M-V/def2-TZVPD) on a molecular structure, C3H5ClS at a distorted geometry.

XYZ file:
```
10
Properties=species:S:1:pos:R:3:forces:R:3
C 0.87730 1.06770 0.54121 0.8 0.2 -0.2
C -0.29817 -1.20953 -0.69499 -0.5 3.7 2.4
C -0.42060 0.37974 0.47335 0.0 -4.0 -2.4
S 2.20874 0.67778 -0.27976 -0.2 0.1 0.3
Cl -1.68622 1.44923 -0.12364 -0.1 0.1 0.0
H 0.90712 1.92234 1.21780 -0.1 0.1 0.0
H 0.36780 -1.87363 -0.17619 0.2 -0.2 0.1
H -1.31868 -1.54588 -0.76428 -0.2 -0.1 0.0
H 0.09268 -0.81908 -1.62019 0.1 0.0 -0.1
H -0.72997 -0.04868 1.42668 0.0 0.2 0.0
```
Forces are in eV/Å.

Values from the calculation:
* energy above the lowest of the compared OMol25 structures with the same formula, charge and spin: 121.63 kJ/mol
* max |F|: 4.70 eV/Å
* electronic energy: -26547.711 eV
* spin multiplicity: 1
* lowest unoccupied orbital energy: -0.595 eV


- spin multiplicity of number 1 (C3H7NO2)?
  1